1.
143
Properties=species:S:1:pos:R:3:mulliken_charge:R:1 method="wB97M-V/def2-TZVPD" total_charge=0 homo_energy_ev=-6.159
C 1.255 1.478 0.892 -1.650
C 0.718 0.042 0.583 2.435
C 0.559 -0.722 1.901 -0.304
C -0.677 -0.350 2.740 -0.729
C -1.937 -0.495 1.982 -2.032
C -1.877 0.432 0.737 2.263
N -0.593 0.238 -0.078 1.030
O -0.552 0.884 -1.368 -0.435
C -2.072 1.979 1.017 -1.515
C -3.138 -0.144 -0.013 -2.345
C 1.730 -0.705 -0.293 -1.183
H 2.342 1.403 0.934 0.523
H 1.011 1.760 1.916 0.142
H 0.929 2.200 0.144 0.262
H 1.418 -0.582 2.556 -0.388
H 0.496 -1.791 1.698 0.204
H -0.654 0.664 3.141 0.049
H -0.700 -0.980 3.629 0.496
H -2.829 -0.229 2.550 0.232
H -2.099 -1.532 1.689 0.638
H -3.048 2.221 1.438 0.468
H -1.972 2.454 0.041 0.304
H -1.206 2.292 1.599 0.312
H -3.061 -1.178 -0.348 0.573
H -3.318 0.291 -0.996 0.292
H -4.006 -0.030 0.637 0.518
H 2.628 -1.161 0.122 0.342
H 2.024 -0.159 -1.189 -0.269
H 1.233 -1.577 -0.720 -0.108
C 4.224 1.119 -7.217 -1.341
C 5.088 0.754 -5.958 -0.770
N 4.950 1.654 -4.705 0.112
C 5.995 1.249 -3.622 -1.171
C 5.371 3.080 -5.171 -0.356
C 6.848 3.093 -5.832 -1.300
C 3.502 1.646 -4.018 -0.292
C 3.400 2.551 -2.786 -1.029
O 4.075 2.080 -1.670 -0.242
C 4.318 2.981 -0.673 -0.724
H 4.877 1.413 -8.038 0.322
H 3.321 1.715 -7.083 0.451
H 3.952 0.108 -7.519 0.393
H 6.128 0.509 -6.175 0.607
H 4.780 -0.207 -5.545 0.611
H 6.096 2.055 -2.896 0.429
H 6.933 1.119 -4.162 0.510
H 5.791 0.238 -3.271 0.344
H 5.404 3.727 -4.295 0.466
H 4.646 3.318 -5.950 0.401
H 7.245 4.088 -6.037 0.424
H 7.029 2.367 -6.624 0.320
H 7.655 2.816 -5.153 0.343
H 3.252 0.607 -3.806 0.199
H 2.719 1.988 -4.694 0.327
H 2.336 2.649 -2.573 0.401
H 3.859 3.517 -2.996 0.645
H 3.457 3.305 -0.088 0.213
H 4.616 3.924 -1.130 0.322
H 5.106 2.521 -0.075 0.336
C -1.569 -1.126 -3.729 -0.539
C -0.690 -1.980 -3.109 0.599
C 0.755 -2.049 -3.689 0.249
O 1.622 -2.903 -3.217 -0.827
C 1.262 -1.180 -4.707 -0.796
C 0.265 -0.271 -5.340 0.686
C -1.156 -0.207 -4.756 0.519
O -1.825 0.711 -5.209 -0.652
O 0.488 0.511 -6.315 -0.746
O -1.174 -2.798 -2.283 -0.706
H -2.609 -1.205 -3.448 0.427
H 2.249 -1.315 -5.125 0.625
C -3.699 3.690 -3.785 -0.627
N -4.585 3.409 -2.641 0.841
O -5.694 3.682 -2.702 -0.529
O -3.858 3.180 -1.582 -0.434
H -4.262 4.092 -4.627 0.298
H -3.186 2.739 -3.928 0.254
H -2.970 4.401 -3.397 0.187
C -8.428 0.972 -1.476 -0.764
N -7.451 0.108 -0.683 0.864
O -6.267 0.008 -1.046 -0.469
O -8.048 -0.445 0.233 -0.542
H -8.489 0.532 -2.472 0.295
H -8.067 1.965 -1.746 0.270
H -9.405 0.935 -0.994 0.328
C 4.555 4.420 4.033 -0.791
N 4.234 4.000 2.606 0.907
O 4.354 2.835 2.334 -0.432
O 3.906 4.859 1.844 -0.535
H 5.619 4.647 3.965 0.294
H 4.272 3.622 4.719 0.288
H 3.933 5.211 4.451 0.304
C -0.168 6.374 -0.705 -0.814
N -1.653 6.151 -0.656 0.831
O -2.364 7.155 -0.936 -0.534
O -2.083 5.157 -0.127 -0.388
H 0.203 7.399 -0.686 0.295
H 0.099 5.873 -1.635 0.294
H 0.260 5.752 0.082 0.304
C -1.950 2.155 7.031 -0.899
N -2.115 1.437 5.731 0.907
O -1.907 0.242 5.706 -0.425
O -2.673 2.004 4.830 -0.503
H -2.158 3.191 6.766 0.341
H -0.952 2.161 7.468 0.296
H -2.763 1.938 7.723 0.320
C -6.608 -2.529 2.760 -0.688
N -5.918 -2.078 4.050 0.815
O -6.010 -2.680 5.136 -0.510
O -5.151 -1.108 3.965 -0.474
H -7.138 -1.757 2.204 0.240
H -7.389 -3.259 2.974 0.341
H -5.964 -3.052 2.053 0.283
C 0.738 -5.084 -0.488 -0.583
N -0.213 -5.160 0.624 0.887
O 0.212 -4.618 1.656 -0.400
O -1.096 -5.966 0.618 -0.548
H 0.175 -5.293 -1.398 0.295
H 1.590 -5.761 -0.418 0.289
H 1.110 -4.070 -0.632 0.032
Br 3.267 -0.940 4.450 -0.193
C 3.781 -2.652 3.558 -0.694
C 2.803 -3.678 3.806 -0.215
Br 3.773 -5.277 3.114 -0.172
H 4.807 -2.862 3.861 0.458
H 3.768 -2.450 2.487 0.336
H 1.836 -3.509 3.333 0.102
H 2.517 -3.844 4.844 0.412
C -2.518 -3.738 4.796 -0.756
C -2.279 -5.053 4.039 0.079
O -2.832 -6.225 4.730 -0.418
C -2.667 -7.419 4.051 -0.053
C -2.791 -8.525 5.045 -1.324
H -1.741 -3.691 5.559 0.316
H -2.436 -2.830 4.199 -0.050
H -3.460 -3.893 5.323 0.349
H -2.815 -5.177 3.098 0.255
H -1.223 -5.168 3.796 0.125
H -3.447 -7.523 3.297 0.285
H -1.716 -7.462 3.520 0.236
H -2.919 -9.506 4.587 0.371
H -3.574 -8.332 5.778 0.310
H -1.902 -8.555 5.676 0.313

2.
8
Properties=species:S:1:pos:R:3:mulliken_charge:R:1 method="wB97M-V/def2-TZVPD" total_charge=0 e_above_lowest_ev=6.204 homo_energy_ev=-10.295
C 1.193 0.173 -0.659 -0.714
S -0.245 0.026 0.118 0.907
F -0.768 0.820 1.561 -0.283
F -1.221 0.968 -0.815 -0.239
N -0.495 -1.512 0.228 -0.173
F -1.671 -1.687 0.991 -0.182
H 1.125 0.972 -1.270 0.341
H 2.082 0.240 -0.153 0.345

Computed E_tot, in the same sequence as the records: -235008.7942 -21540.6205 eV.